# 1
ORCA calculation (ωB97M-V/def2-TZVPD) on a 2-piece molecular cluster, C6H9N2O2 overall.

Cartesian coordinates (Å):
C (-1.59, -3.69, -1.50)
C (-1.65, -2.76, -0.27)
O (-2.59, -2.92, 0.51)
O (-0.73, -1.89, -0.17)
H (-0.99, -4.53, -1.13)
H (-1.20, -3.33, -2.45)
H (-2.59, -4.11, -1.57)
C (2.12, 3.42, 0.37)
C (-0.51, 1.35, 1.29)
C (1.21, 2.25, 0.37)
C (1.22, 0.95, 0.01)
N (0.07, 2.50, 1.16)
N (0.18, 0.31, 0.68)
H (-1.36, 0.99, 1.85)
H (-0.44, -0.53, 0.39)
H (1.82, 0.43, -0.70)
H (2.45, 3.79, 1.36)
H (1.56, 4.32, 0.10)
H (3.00, 3.46, -0.29)

LUMO level = 3.63 eV
net charge = -1
orbital gap = 8.6 eV

---

# 2
ORCA calculation (ωB97M-V/def2-TZVPD) on an isolated ion of composition C5H9NO2 and charge -1.

Cartesian coordinates (Å):
O (-2.86, -0.60, -0.66)
C (-2.31, 0.35, 0.40)
O (-2.43, 1.60, 0.12)
C (-0.85, -0.20, 0.55)
C (0.02, 0.36, -0.57)
C (1.45, 0.37, -0.23)
C (3.41, -0.77, 0.09)
N (2.23, -0.67, -0.48)
H (-2.86, -0.03, 1.30)
H (-0.90, -1.29, 0.52)
H (-0.46, 0.10, 1.53)
H (-0.17, -0.16, -1.50)
H (-0.37, 1.39, -0.69)
H (-3.60, -0.14, -1.07)
H (1.93, 1.31, 0.10)
H (3.98, -1.66, -0.13)
H (3.79, 0.04, 0.71)

multiplicity = 2
LUMO level (alpha / beta) = 3.74 / 3.14 eV
net charge = -1
orbital gap (alpha / beta) = 6.8 / 6.2 eV

---

# 3
ORCA calculation (ωB97M-V/def2-TZVPD) on a 3-piece molecular cluster, C5H14O2 overall.

Cartesian coordinates (Å):
C (1.78, -1.90, -0.56)
C (0.95, -0.83, -0.44)
C (-0.17, -0.64, -1.30)
C (0.98, 0.03, 0.74)
C (2.31, -0.02, 1.49)
H (1.33, -2.78, -1.05)
H (2.63, -2.01, -0.01)
H (0.14, -0.85, -2.41)
H (-0.71, 0.25, -1.25)
H (-1.01, -1.35, -1.17)
H (0.76, 1.10, 0.54)
H (0.12, -0.21, 1.36)
H (3.14, 0.27, 0.87)
H (2.33, -1.09, 1.64)
H (2.18, 0.34, 2.61)
O (-1.71, 2.17, 1.13)
H (-2.20, 1.85, 0.27)
H (-1.89, 1.50, 1.81)
O (-3.37, 1.37, -1.11)
H (-4.27, 1.65, -1.07)
H (-3.29, 1.16, -2.08)

LUMO level = 0.33 eV
orbital gap = 8.9 eV

---

# 4
ORCA calculation (ωB97M-V/def2-TZVPD) on ClH2N2O as an isolated structure.

Cartesian coordinates (Å):
N (0.15, 0.02, -0.10)
N (0.92, -0.89, 0.39)
O (2.09, -0.52, 0.57)
Cl (-2.65, 0.28, -0.35)
H (-0.94, 0.10, -0.23)
H (0.43, 1.01, -0.28)

LUMO level = 5.00 eV
net charge = -1
orbital gap = 9.9 eV

---

Computed values of E (unit: Eh) for the preceding records, in sequence: -494.0902, -401.0952, -349.3054, -646.1559.
Computed values of energy above the lowest of the compared OMol25 structures with the same formula, charge and spin (unit: eV) for the preceding records, in sequence: 0.885, 1.408, 1.915, 2.855.